{
  "formula": "H6O3Rb",
  "method": "wB97M-V/def2-TZVPD",
  "elements": ["Rb", "O", "O", "O", "H", "H", "H", "H", "H", "H"],
  "positions_angstrom": [[0.541700, -0.001100, 1.257200], [-0.813300, -0.436100, -1.345800], [-0.768300, 2.308900, 1.559200], [1.557700, -2.359100, -0.016800], [-0.490300, 3.225900, 1.719200], [2.351700, -2.648100, -0.421800], [-0.268300, -0.223100, -2.139800], [-1.694300, 2.317900, 1.346200], [-1.302300, 0.423900, -1.275800], [0.885700, -2.609100, -0.681800]],
  "forces_ev_per_angstrom": [[0.329, -0.510, 0.068], [0.184, 1.915, -0.719], [0.769, 0.383, 0.116], [-1.742, 0.338, -0.199], [-0.357, -0.346, -0.076], [1.471, -0.477, -0.398], [-0.390, -0.624, 0.645], [-0.694, 0.363, -0.012], [0.184, -1.187, 0.012], [0.245, 0.146, 0.565]],
  "lowdin_charge": [1.15, -0.15, -0.19, -0.14, 0.07, 0.03, 0.07, 0.04, 0.06, 0.06],
  "gap_ev": 12.1,
  "lumo_energy_ev": -3.580,
  "total_energy_ev": -6890.63259,
  "e_above_lowest_ev": 0.252,
  "total_charge": 1
}